1.
{
  "formula": "C26H23AsN6O11ReS",
  "method": "ωB97M-V/def2-TZVPD",
  "symbols": ["Re", "O", "C", "O", "C", "C", "C", "C", "C", "N", "C", "O", "O", "H", "H", "H", "H", "O", "As", "O", "O", "C", "C", "C", "C", "C", "C", "S", "O", "O", "O", "H", "H", "H", "H", "H", "C", "C", "N", "C", "C", "N", "C", "N", "N", "N", "C", "C", "C", "C", "C", "C", "H", "H", "H", "H", "H", "H", "H", "H", "H", "H", "H", "C", "C", "O", "H", "H", "H"],
  "positions_angstrom": [[-0.6530, -0.0126, -1.1096], [-0.9181, 4.6803, -1.4848], [-0.9597, 3.3873, -1.1292], [-0.0470, 2.8234, -0.5830], [-2.2619, 2.7353, -1.4914], [-3.2250, 3.3557, -2.2680], [-4.3938, 2.6581, -2.5428], [-4.5461, 1.3724, -2.0505], [-3.5166, 0.8139, -1.3143], [-2.4019, 1.4923, -1.0224], [-3.5404, -0.6299, -0.8429], [-4.6012, -1.2145, -0.7483], [-2.3637, -1.1230, -0.6119], [-0.0267, 4.9931, -1.2722], [-3.0544, 4.3530, -2.6443], [-5.1681, 3.1130, -3.1456], [-5.4305, 0.7786, -2.2339], [3.4405, -0.8321, -1.8030], [2.6108, -2.0571, -2.7166], [3.4748, -3.4095, -2.9376], [1.1168, -2.3849, -1.8141], [1.9788, -1.3635, -4.3954], [2.4990, -2.1395, -5.4309], [2.1866, -1.8592, -6.7548], [1.3613, -0.7972, -7.0632], [0.8408, -0.0105, -6.0454], [1.1376, -0.2938, -4.7215], [0.3590, 0.7647, -3.5425], [0.3163, 2.0915, -4.0691], [1.1377, 0.5780, -2.2824], [-0.9916, 0.1643, -3.2673], [4.0416, -1.3204, -1.2177], [3.1513, -2.9655, -5.1786], [2.5992, -2.4759, -7.5421], [1.1234, -0.5712, -8.0940], [0.2095, 0.8374, -6.2733], [-1.2592, -1.6237, 2.2129], [0.0046, -0.9055, 1.9021], [0.2839, -0.2346, 0.7927], [1.5597, 0.2880, 0.9454], [2.0499, -0.0750, 2.1478], [1.0568, -0.8263, 2.7492], [1.1591, -1.4118, 4.0692], [1.4155, -0.4105, 5.0638], [2.6278, -0.3639, 5.6701], [2.6475, 0.5948, 6.5098], [1.4212, 1.2305, 6.4748], [0.9523, 2.3375, 7.1908], [-0.3289, 2.7544, 6.9253], [-1.1349, 2.0961, 5.9677], [-0.6856, 1.0087, 5.2570], [0.6184, 0.5871, 5.5424], [-1.8946, -1.6291, 1.3303], [-1.7988, -1.1415, 3.0304], [-1.0642, -2.6576, 2.5023], [2.0094, 0.8706, 0.1601], [2.9860, 0.1198, 2.6407], [1.9931, -2.1103, 4.1110], [0.2327, -1.9395, 4.2848], [1.5812, 2.8368, 7.9144], [-0.7357, 3.6069, 7.4518], [-2.1360, 2.4644, 5.7863], [-1.3079, 0.5235, 4.5180], [-0.0641, -3.7275, -0.2794], [1.2252, -3.0534, -0.6211], [2.2267, -3.0236, 0.0372], [-0.0368, -4.0618, 0.7544], [-0.1792, -4.5921, -0.9347], [-0.9101, -3.0637, -0.4628]],
  "atomic_forces_ev_per_a": [[0.5, -0.3, 0.2], [0.0, -0.1, 0.0], [-0.2, 0.0, -0.1], [0.0, 0.0, 0.0], [0.2, 0.1, 0.1], [0.0, 0.0, 0.0], [0.0, 0.1, 0.0], [-0.1, -0.1, 0.0], [0.1, 0.1, 0.1], [-0.3, 0.1, -0.2], [-0.1, -0.1, -0.3], [0.0, 0.0, 0.1], [-0.2, 0.1, 0.3], [0.0, 0.1, 0.0], [0.0, 0.0, 0.0], [0.0, 0.0, 0.0], [0.0, 0.0, 0.0], [0.1, -0.2, -0.1], [0.1, 0.0, 0.0], [-0.1, 0.2, 0.1], [-0.1, -0.3, -0.1], [0.0, 0.0, -0.2], [-0.1, 0.1, 0.0], [0.1, -0.1, 0.0], [-0.1, 0.1, 0.0], [0.0, 0.0, 0.0], [0.1, 0.0, -0.1], [-0.1, -0.3, 0.5], [0.0, 0.0, -0.1], [-0.2, 0.2, -0.1], [0.3, 0.1, -0.1], [0.0, 0.1, 0.0], [0.0, 0.0, 0.0], [0.0, 0.0, 0.0], [0.0, 0.0, 0.0], [0.0, 0.0, 0.0], [0.0, -0.1, 0.0], [0.0, 0.1, 0.1], [0.0, -0.2, -0.2], [0.0, 0.1, -0.1], [0.0, 0.0, 0.1], [0.0, 0.0, -0.1], [0.0, 0.0, -0.1], [0.0, -0.1, 0.1], [0.0, 0.0, 0.0], [0.0, 0.0, -0.1], [0.1, 0.1, 0.1], [0.0, 0.0, 0.0], [-0.1, 0.0, -0.1], [0.0, 0.1, 0.1], [0.1, 0.0, 0.0], [-0.1, 0.0, -0.2], [0.0, 0.0, 0.0], [0.0, 0.0, 0.0], [0.0, 0.0, 0.0], [0.0, 0.0, 0.0], [0.0, 0.0, 0.0], [0.0, 0.0, 0.0], [0.0, 0.0, 0.0], [0.0, 0.0, 0.0], [0.0, 0.0, 0.0], [0.0, 0.0, 0.0], [0.0, 0.0, 0.0], [0.0, -0.1, 0.0], [-0.2, 0.5, 0.0], [0.1, -0.1, 0.0], [0.0, 0.0, 0.0], [0.0, 0.0, 0.0], [0.0, 0.0, 0.0]],
  "multiplicity": 4,
  "orbital_gap_ev": [6.15, 6.09],
  "homo_ev": [-6.34, -6.40],
  "e_lumo_ev": [-0.2, -0.3],
  "energy_ha": -4873.0364,
  "largest_force_ev_per_a": 0.59
}

2.
{
  "formula": "C29H24N2OP2PdS2",
  "method": "ωB97M-V/def2-TZVPD",
  "symbols": ["Pd", "S", "P", "C", "P", "S", "C", "C", "C", "C", "C", "C", "C", "C", "C", "C", "C", "C", "C", "C", "C", "C", "C", "C", "C", "C", "C", "C", "C", "C", "H", "H", "H", "H", "H", "H", "H", "H", "H", "H", "H", "H", "H", "H", "H", "H", "H", "H", "H", "H", "O", "C", "N", "C", "C", "N", "C", "H", "H", "H", "H"],
  "positions_angstrom": [[0.3412, -2.4737, 1.3880], [-1.4514, -3.0255, -1.4925], [-0.6838, -1.2531, -0.9308], [-0.9128, -0.7687, 0.6904], [0.0354, 0.2773, 1.6184], [-0.1809, 0.1359, 3.6434], [-0.5219, 2.0454, 1.3668], [0.2701, 3.1622, 1.6248], [-0.2462, 4.4469, 1.5250], [-1.5792, 4.6385, 1.1804], [-2.3823, 3.5322, 0.9364], [-1.8555, 2.2523, 1.0273], [1.8349, 0.4401, 1.2345], [2.2773, 1.1756, 0.1393], [3.6173, 1.1859, -0.2278], [4.5399, 0.4596, 0.5103], [4.1119, -0.2693, 1.6146], [2.7723, -0.2822, 1.9675], [1.0007, -1.1685, -1.7553], [1.2660, -0.3689, -2.8658], [2.5050, -0.3927, -3.4985], [3.5117, -1.2250, -3.0362], [3.2536, -2.0461, -1.9455], [2.0159, -2.0231, -1.3253], [-1.5610, 0.0454, -1.9752], [-1.1892, 1.3866, -1.9096], [-1.9042, 2.3742, -2.5705], [-3.0337, 2.0372, -3.3062], [-3.4286, 0.7077, -3.3688], [-2.6961, -0.2744, -2.7120], [1.3043, 3.0262, 1.9194], [0.3928, 5.3007, 1.7240], [-1.9874, 5.6405, 1.1064], [-3.4231, 3.6663, 0.6627], [-2.4695, 1.3819, 0.8189], [1.5698, 1.7469, -0.4487], [3.9312, 1.7442, -1.1018], [5.5853, 0.4515, 0.2222], [4.8249, -0.8406, 2.1984], [2.4276, -0.8284, 2.8373], [0.5040, 0.2858, -3.2628], [2.6734, 0.2459, -4.3593], [4.4831, -1.2365, -3.5185], [4.0226, -2.7111, -1.5682], [1.8223, -2.6761, -0.4797], [-0.3259, 1.6731, -1.3230], [-1.5883, 3.4084, -2.4916], [-3.5998, 2.8042, -3.8235], [-4.3137, 0.4314, -3.9322], [-2.9888, -1.3174, -2.7582], [1.5362, -4.8649, 2.7443], [1.2006, -3.9779, 2.0954], [-2.5722, -2.2287, 3.0749], [-3.5835, -2.7264, 2.2991], [-3.4460, -4.0850, 2.3533], [-2.3464, -4.4319, 3.1070], [-1.8401, -3.2816, 3.4891], [-2.2162, -1.2770, 3.1125], [-4.2613, -2.0892, 1.7602], [-4.0458, -4.8276, 1.8515], [-0.9965, -3.1387, 4.1441]],
  "atomic_forces_ev_per_a": [[-0.3, -0.7, 0.3], [0.2, 0.3, 0.1], [-0.6, 0.4, -0.6], [1.3, -0.4, -0.2], [-0.6, 0.7, 0.5], [0.1, -0.1, -0.4], [0.0, -0.1, 0.2], [0.1, 0.0, 0.0], [0.0, 0.0, 0.0], [0.0, 0.0, 0.0], [0.0, 0.0, 0.0], [0.0, -0.1, -0.1], [0.0, -0.1, -0.2], [0.0, 0.0, -0.1], [0.0, 0.0, 0.0], [0.0, 0.0, 0.0], [0.0, 0.0, 0.0], [0.0, 0.1, 0.2], [-0.1, -0.1, 0.0], [0.0, 0.1, 0.0], [0.0, 0.0, 0.0], [0.0, 0.0, 0.0], [0.0, 0.0, 0.0], [0.0, 0.0, 0.1], [-0.1, -0.1, 0.2], [0.0, 0.0, 0.0], [0.0, 0.0, 0.0], [0.0, 0.0, 0.0], [0.0, 0.0, 0.0], [0.0, -0.1, -0.1], [0.0, 0.0, 0.0], [0.0, 0.0, 0.0], [0.0, 0.0, 0.0], [0.0, 0.0, 0.0], [0.0, 0.0, 0.0], [0.0, 0.0, 0.0], [0.0, 0.0, 0.0], [0.0, 0.0, 0.0], [0.0, 0.0, 0.0], [0.0, -0.1, 0.0], [0.0, 0.0, 0.0], [0.0, 0.0, 0.0], [0.0, 0.0, 0.0], [0.0, 0.0, 0.0], [0.0, 0.0, 0.0], [0.0, 0.0, 0.0], [0.0, 0.0, 0.0], [0.0, 0.0, 0.0], [0.0, 0.0, 0.0], [0.0, 0.0, 0.0], [0.1, -0.1, -0.1], [-0.2, 0.4, 0.2], [0.0, 0.0, -0.2], [0.0, 0.0, 0.1], [0.1, 0.0, -0.1], [-0.2, 0.0, 0.0], [-0.1, -0.1, 0.5], [0.0, 0.0, -0.1], [0.0, 0.0, 0.0], [0.0, 0.0, 0.0], [0.1, 0.0, -0.2]],
  "orbital_gap_ev": 5.47,
  "charge": -2,
  "relative_energy_kj_mol": 56.3,
  "homo_ev": -0.80,
  "e_lumo_ev": 4.7,
  "energy_ha": -2911.2933,
  "largest_force_ev_per_a": 1.41
}